1.
This record from OMol25 describes one molecule with the formula C5H8O. The level of theory is ωB97M-V with the def2-TZVPD basis set.

Each line ends with the natural charge from an NBO analysis.
Cartesian coordinates (Å):
C 1.78 -0.49 0.26  -0.611
C 0.48 0.28 0.07  -0.320
C -0.57 -0.32 -0.87  -0.392
C -1.68 0.45 -0.15  -0.518
C -0.71 0.47 1.06  0.622
O -0.86 0.47 2.25  -0.513
H 2.34 -0.18 1.15  0.224
H 1.60 -1.57 0.31  0.210
H 2.43 -0.32 -0.61  0.214
H 0.71 1.30 -0.28  0.217
H -0.39 -0.17 -1.93  0.212
H -0.68 -1.39 -0.65  0.202
H -1.79 1.47 -0.55  0.226
H -2.67 -0.01 -0.07  0.228

Summary:
**Relative energy (zero: lowest compared OMol25 entry of this formula, charge and spin)**: 22.55 kcal per mole
**Kohn-Sham gap**: 10.363 eV
**Calculated total energy**: -270.52196 a.u.
**Structure (SMILES)**: C[C@H]1CCC1=O
**HOMO energy**: -9.46 eV
**Net charge**: 0

=====

2.
This record from OMol25 describes one molecule with the formula C5H8O. The level of theory is ωB97M-V with the def2-TZVPD basis set.

Each line ends with the natural charge from an NBO analysis.
Cartesian coordinates (Å):
C -1.53 -0.22 -0.63  -0.683
C -0.60 0.10 0.49  0.224
O 0.75 -1.39 0.01  -0.693
C 0.20 1.31 0.46  -0.573
C 1.60 0.88 -0.11  -0.210
C 1.80 -0.41 -0.25  -0.137
H -1.07 0.04 -1.59  0.243
H -1.82 -1.27 -0.65  0.231
H -2.42 0.40 -0.51  0.239
H -0.77 -0.41 1.43  0.197
H 1.03 -1.95 0.76  0.486
H -0.22 2.06 -0.22  0.234
H 0.35 1.75 1.45  0.238
H 2.69 -0.90 -0.63  0.203

Summary:
**Relative energy (zero: lowest compared OMol25 entry of this formula, charge and spin)**: 120.01 kcal per mole
**Kohn-Sham gap (alpha / beta)**: 7.374 / 7.369 eV
**Calculated total energy**: -270.36665 a.u.
**HOMO energy (alpha / beta)**: -7.26 / -7.26 eV
**Net charge**: 0

=====

3.
This record from OMol25 describes one molecule with the formula C5H8O at a distorted geometry. The level of theory is ωB97M-V with the def2-TZVPD basis set.

Each line ends with the natural charge from an NBO analysis.
Cartesian coordinates (Å):
C -1.70 0.67 0.39  -0.709
C -0.86 -0.08 -0.60  0.557
C 0.83 -0.85 0.44  -0.352
C 1.76 0.23 0.08  -0.407
C 0.58 0.12 -0.83  -0.321
O -1.34 -0.93 -1.32  -0.615
H -1.16 1.36 1.04  0.212
H -2.31 -0.02 0.98  0.236
H -2.38 1.24 -0.26  0.248
H 0.27 -0.66 1.36  0.225
H 0.94 -1.91 0.24  0.234
H 1.90 1.06 0.76  0.217
H 2.66 -0.13 -0.41  0.233
H 0.79 -0.12 -1.87  0.243

Summary:
**Relative energy (zero: lowest compared OMol25 entry of this formula, charge and spin)**: 57.08 kcal per mole
**Kohn-Sham gap**: 10.316 eV
**Calculated total energy**: -270.46693 a.u.
**Structure (SMILES)**: CC(=O)C1CC1
**HOMO energy**: -9.30 eV
**Net charge**: 0

=====

4.
This record from OMol25 describes one molecule with the formula C5H8O. The level of theory is ωB97M-V with the def2-TZVPD basis set.

Each line ends with the natural charge from an NBO analysis.
Cartesian coordinates (Å):
C -2.12 0.34 -0.34  -0.259
O -1.68 -0.98 -0.12  -0.521
C -0.67 -1.38 -1.01  -0.128
C 0.58 -0.65 -0.74  -0.075
C 1.46 0.06 -0.32  0.022
C 2.47 0.91 0.32  -0.685
H -2.76 0.40 -1.23  0.164
H -2.70 0.65 0.54  0.194
H -1.27 1.04 -0.46  0.179
H -0.53 -2.45 -0.86  0.215
H -0.99 -1.22 -2.06  0.186
H 3.24 0.31 0.80  0.236
H 2.94 1.61 -0.38  0.234
H 1.97 1.50 1.10  0.238

Summary:
**Relative energy (zero: lowest compared OMol25 entry of this formula, charge and spin)**: 57.39 kcal per mole
**Kohn-Sham gap**: 10.591 eV
**Calculated total energy**: -270.46643 a.u.
**Structure (SMILES)**: CC#CCOC
**HOMO energy**: -9.61 eV
**Net charge**: 0

=====

5.
This record from OMol25 describes one molecule with the formula C5H8O at a distorted geometry. The level of theory is ωB97M-V with the def2-TZVPD basis set.

Each line ends with the natural charge from an NBO analysis.
Cartesian coordinates (Å):
C 0.59 1.28 1.01  -0.424
C 1.46 0.74 -0.04  -0.390
C 0.19 -0.12 0.70  -0.323
C -0.98 -0.26 -0.22  0.022
C -1.29 -1.58 -0.78  -0.113
O -2.10 -1.02 0.24  -0.481
H -0.09 2.04 0.62  0.222
H 1.02 1.54 1.97  0.218
H 2.49 0.53 0.27  0.223
H 1.33 0.99 -1.08  0.219
H 1.11 -0.69 0.33  0.295
H -1.29 0.62 -0.78  0.169
H -1.74 -1.64 -1.78  0.179
H -0.69 -2.43 -0.46  0.182

Summary:
**Relative energy (zero: lowest compared OMol25 entry of this formula, charge and spin)**: 104.83 kcal per mole
**Kohn-Sham gap**: 9.757 eV
**Calculated total energy**: -270.39084 a.u.
**Structure (SMILES)**: C1CC1[C@H]1CO1
**HOMO energy**: -8.71 eV
**Net charge**: 0

=====

6.
This record from OMol25 describes one molecule with the formula C5H8O. The level of theory is ωB97M-V with the def2-TZVPD basis set.

Each line ends with the natural charge from an NBO analysis.
Cartesian coordinates (Å):
C -1.86 0.41 0.26  -0.629
C -0.45 0.04 -0.05  0.209
C 0.63 -0.60 0.84  -0.409
C 1.67 -0.28 -0.27  -0.417
C 0.57 0.55 -0.97  0.039
O -0.32 -0.48 -1.38  -0.501
H -1.97 1.10 1.10  0.215
H -2.40 -0.52 0.49  0.220
H -2.29 0.84 -0.64  0.231
H 0.82 0.02 1.73  0.208
H 0.47 -1.64 1.16  0.204
H 2.61 0.18 0.05  0.209
H 1.88 -1.17 -0.88  0.220
H 0.57 1.49 -1.51  0.201

Summary:
**Relative energy (zero: lowest compared OMol25 entry of this formula, charge and spin)**: 49.68 kcal per mole
**Kohn-Sham gap**: 10.746 eV
**Calculated total energy**: -270.47872 a.u.
**Structure (SMILES)**: C[C@]12CC[C@H]1O2
**HOMO energy**: -9.63 eV
**Net charge**: 0

=====

7.
This record from OMol25 describes C5H8O as an isolated structure. The level of theory is ωB97M-V with the def2-TZVPD basis set.

Each line ends with the natural charge from an NBO analysis.
Cartesian coordinates (Å):
C -0.49 1.28 1.14  -0.633
C -0.05 0.01 0.47  0.252
C 1.09 -0.94 0.45  -0.429
C 0.70 -0.21 -0.82  -0.289
C -0.63 -0.68 -1.36  -0.052
O -1.18 -0.74 -0.03  -0.531
H -1.45 1.49 0.67  0.234
H -0.64 1.21 2.22  0.219
H 0.17 2.14 0.94  0.218
H 0.83 -1.99 0.58  0.225
H 2.05 -0.64 0.86  0.224
H 1.39 0.47 -1.31  0.217
H -0.73 -1.61 -1.92  0.174
H -1.14 0.13 -1.90  0.171

Summary:
**Relative energy (zero: lowest compared OMol25 entry of this formula, charge and spin)**: 56.98 kcal per mole
**Kohn-Sham gap**: 10.427 eV
**Calculated total energy**: -270.46709 a.u.
**HOMO energy**: -9.33 eV
**Net charge**: 0

=====

8.
This record from OMol25 describes one molecule with the formula C5H8O at a distorted geometry. The level of theory is ωB97M-V with the def2-TZVPD basis set.

Each line ends with the natural charge from an NBO analysis.
Cartesian coordinates (Å):
C 0.76 0.84 -1.00  -0.068
C 1.15 0.56 0.46  -0.437
C 0.27 -0.61 0.88  -0.263
C -1.17 -0.29 1.13  -0.448
C -0.70 -0.79 -0.23  0.094
H 0.58 1.92 -1.17  0.184
H 1.63 0.57 -1.67  0.172
H 0.87 1.42 1.05  0.208
H 2.24 0.30 0.57  0.220
H 0.78 -1.40 1.47  0.225
H -1.48 0.73 1.26  0.212
H -1.73 -0.95 1.76  0.217
H -1.01 -1.75 -0.60  0.197
O -0.47 0.11 -1.25  -0.512

Summary:
**Relative energy (zero: lowest compared OMol25 entry of this formula, charge and spin)**: 38.87 kcal per mole
**Kohn-Sham gap**: 10.318 eV
**Calculated total energy**: -270.49595 a.u.
**Structure (SMILES)**: C1C[C@H]2C[C@H]2O1
**HOMO energy**: -9.17 eV
**Net charge**: 0

=====

9.
This record from OMol25 describes one molecule with the formula C5H8O at a distorted geometry. The level of theory is ωB97M-V with the def2-TZVPD basis set.

Each line ends with the natural charge from an NBO analysis.
Cartesian coordinates (Å):
C -1.92 -0.82 0.01  -0.700
C -1.16 0.35 -0.40  0.062
C -0.48 1.41 -0.33  -0.192
C 0.66 0.38 -0.82  -0.412
C 1.69 0.23 0.32  -0.068
O 1.12 0.27 1.60  -0.719
H -1.36 -1.41 0.74  0.251
H -2.78 -0.37 0.52  0.268
H -2.29 -1.48 -0.79  0.235
H 0.25 -0.61 -1.14  0.204
H 1.08 0.76 -1.75  0.242
H 2.17 -0.75 0.23  0.179
H 2.47 1.00 0.20  0.167
H 0.54 1.05 1.61  0.481

Summary:
**Relative energy (zero: lowest compared OMol25 entry of this formula, charge and spin)**: 103.62 kcal per mole
**Kohn-Sham gap**: 10.473 eV
**Calculated total energy**: -270.39277 a.u.
**HOMO energy**: -9.61 eV
**Net charge**: 0

=====

10.
This record from OMol25 describes one molecule with the formula C5H8O. The level of theory is ωB97M-V with the def2-TZVPD basis set.

Each line ends with the natural charge from an NBO analysis.
Cartesian coordinates (Å):
C -1.31 -0.93 -0.32  -0.612
C -0.54 0.33 -0.62  -0.217
C -0.20 1.23 0.53  -0.392
C 0.89 0.51 -0.21  -0.349
C 1.69 -0.57 0.44  0.436
O 2.69 -0.34 1.08  -0.510
H -0.87 -1.47 0.53  0.204
H -2.33 -0.68 -0.04  0.216
H -1.34 -1.62 -1.17  0.216
H -0.83 0.83 -1.54  0.217
H -0.43 0.87 1.52  0.215
H -0.28 2.31 0.39  0.224
H 1.51 1.15 -0.84  0.242
H 1.35 -1.61 0.26  0.109

Summary:
**Relative energy (zero: lowest compared OMol25 entry of this formula, charge and spin)**: 30.66 kcal per mole
**Kohn-Sham gap**: 10.687 eV
**Calculated total energy**: -270.50903 a.u.
**Structure (SMILES)**: C[C@H]1C[C@H]1C=O
**HOMO energy**: -9.75 eV
**Net charge**: 0